Formula: C3H2FIO2
Source: the Open Molecules 2025 dataset
Level of theory: the ωB97M-V functional and the def2-TZVPD basis

Each line ends with the Mulliken charge.
Cartesian coordinates (Å):
C  0.19914  -0.91364  0.36430  0.36
C  -0.86223  0.13292  0.55936  -0.40
C  0.16681  -0.14018  2.42307  0.10
O  0.93857  -0.82271  1.52019  -0.27
O  -0.86425  0.40909  1.85324  -0.18
F  -0.39720  -2.20025  0.35537  -0.29
I  -0.12798  -1.09600  4.26761  0.10
H  0.83225  -0.85469  -0.52187  0.21
H  -1.22381  0.86498  -0.13366  0.36

Cartesian forces, eV/Å:
C -1.0068 -0.0022 -0.8111
C 0.7304 -0.9350 -1.4418
C 1.4591 -0.7698 1.6005
O -0.1364 0.3651 0.5109
O -0.9422 0.8304 0.3581
F 0.1737 0.3299 -0.2535
I 0.0163 0.1544 -0.0626
H -0.0806 -0.0461 0.1565
H -0.2136 0.0734 -0.0572

Results
- charge = 0
- HOMO level (alpha / beta) (eV) = -7.99 / -8.63
- Kohn-Sham gap (alpha / beta) (eV) = 7.447 / 8.259
- molar mass (g/mol) = 215.95
- largest force on an atom (eV/A) = 2.3